[1]
A cluster of 4 separate species, C24H56FNO8Si in total in a non-equilibrium geometry. Source: the OMol25 dataset; level of theory: ωB97M-V with the def2-TZVPD basis set.

Summary:
gap between HOMO and LUMO	9.58	eV
energy above the lowest of the compared OMol25 structures with the same formula, charge and spin	10.4	kcal per mole
E	-1993.9411	Ha

Each line ends with the Mulliken charge.
Cartesian coordinates (Å):
C: -2.5322 -1.1541 2.8972  -0.55
O: -1.4133 -2.0165 2.9771  -0.36
C: -0.7089 -2.1516 1.7551  -0.36
C: 0.8059 -2.0235 2.0853  -0.90
C: 1.0847 -0.5143 2.3224  0.70
C: 2.3521 -0.2355 3.1561  -0.58
C: 2.8022 1.2631 3.1274  -1.01
C: 1.6212 2.2836 3.0253  -0.50
C: 1.3375 2.6638 1.5214  -0.73
C: -0.1652 2.5316 1.1566  -0.33
C: -0.4583 2.0343 -0.2882  -0.65
Si: 0.5701 2.8236 -1.6643  0.01
N: 0.5472 1.6833 -3.0407  -0.46
C: -0.1124 4.4741 -2.3354  -0.42
C: -0.9063 5.3263 -1.3574  0.41
O: -0.7719 6.4646 -1.3351  -0.45
F: -1.8158 4.7859 -0.5152  -0.25
H: -2.4228 -0.3423 2.1605  0.20
H: -3.4783 -1.6963 2.7129  0.30
H: -2.6492 -0.6825 3.8882  0.18
H: -0.9193 -1.3246 1.0500  0.11
H: -0.9162 -3.0948 1.2208  0.41
H: 1.0728 -2.5526 3.0097  0.41
H: 1.3741 -2.3560 1.2032  0.32
H: 0.2211 -0.0444 2.8160  -0.07
H: 1.1872 -0.0481 1.3264  -0.14
H: 3.1354 -0.9175 2.7800  0.37
H: 2.1944 -0.4951 4.2157  0.04
H: 3.4974 1.3651 2.2770  0.39
H: 3.4000 1.4743 4.0288  0.37
H: 0.7168 1.9158 3.5277  0.07
H: 1.9683 3.1654 3.5882  0.57
H: 1.6005 3.7305 1.4339  0.37
H: 2.0003 2.0287 0.9246  0.38
H: -0.7311 3.4466 1.3839  0.51
H: -0.5854 1.7709 1.8389  0.09
H: -1.5274 2.1586 -0.5315  0.56
H: -0.2677 0.9449 -0.3493  0.06
H: 1.9789 2.9862 -1.2708  -0.18
H: 0.4000 0.7666 -2.6173  0.16
H: 1.4657 1.6662 -3.4802  0.23
H: -0.6686 4.3317 -3.2751  0.37
H: 0.7576 5.0861 -2.6133  0.33
C: -3.8894 2.2859 -6.5976  -0.73
O: -2.4979 2.1707 -6.3558  -0.42
C: -2.1999 1.3793 -5.2086  -0.14
C: -1.7652 -0.0189 -5.5908  -0.29
O: -2.8280 -0.7553 -6.1867  -0.41
C: -2.7273 -0.8192 -7.5988  -0.73
H: -4.0237 2.6926 -7.6000  0.25
H: -4.3943 1.3183 -6.5445  0.32
H: -4.3405 2.9765 -5.8770  0.32
H: -3.0554 1.3498 -4.5258  0.39
H: -1.3712 1.8668 -4.6902  0.02
H: -1.4756 -0.5542 -4.6810  0.23
H: -0.8939 0.0118 -6.2532  0.33
H: -1.9393 -1.5235 -7.8884  0.27
H: -2.5212 0.1605 -8.0357  0.32
H: -3.6787 -1.1816 -7.9876  0.28
C: 2.0131 -3.3183 -2.7409  -0.85
O: 1.1883 -2.6220 -3.6610  -0.21
C: 1.6083 -2.7850 -5.0112  -0.66
C: 0.7511 -3.8050 -5.7391  -0.40
O: 0.9364 -5.1094 -5.2071  -0.41
C: -0.1136 -5.5033 -4.3384  -0.72
H: 1.4989 -3.3408 -1.7798  0.25
H: 2.2007 -4.3463 -3.0586  0.34
H: 2.9652 -2.7917 -2.6160  0.32
H: 2.6664 -3.0593 -5.0594  0.38
H: 1.4910 -1.8123 -5.5002  0.38
H: 1.0604 -3.8388 -6.7884  0.39
H: -0.3050 -3.5181 -5.7107  0.30
H: -1.0070 -5.7552 -4.9190  0.33
H: -0.3558 -4.7222 -3.6143  0.30
H: 0.2133 -6.3913 -3.7981  0.26
C: -0.0336 0.9962 6.3967  -0.68
O: 1.0397 0.0719 6.4612  -0.18
C: 2.0092 0.4284 7.4380  -0.52
C: 1.8502 -0.3900 8.7043  -0.71
O: 0.6315 -0.0888 9.3698  -0.37
C: -0.3749 -1.0621 9.1419  -0.67
H: -0.8332 0.5404 5.8116  0.05
H: -0.4227 1.2393 7.3881  0.45
H: 0.2897 1.9133 5.8926  0.30
H: 1.9638 1.4995 7.6577  0.41
H: 2.9925 0.2155 7.0050  0.35
H: 2.6630 -0.1347 9.3913  0.39
H: 1.9198 -1.4600 8.4850  0.34
H: -0.1618 -1.9658 9.7225  0.33
H: -0.4597 -1.3182 8.0835  0.26
H: -1.3249 -0.6475 9.4781  0.24



[2]
A cluster of 2 separate species, C5H11O2 in total in a non-equilibrium geometry. Source: the OMol25 dataset; level of theory: ωB97M-V with the def2-TZVPD basis set.

Summary:
gap between HOMO and LUMO	7.69	eV
energy above the lowest of the compared OMol25 structures with the same formula, charge and spin	29.2	kcal per mole
E	-347.6031	Ha
total charge	-1

Each line ends with the Mulliken charge.
Cartesian coordinates (Å):
C: 0.4123 -0.0174 1.1096  0.35
C: 0.6882 -1.2509 2.0440  -1.15
C: 1.2023 1.1188 1.5844  -1.26
H: 0.8052 -0.2488 0.0366  0.04
H: -0.7410 0.2700 1.1802  0.18
H: 1.2426 -0.9412 2.9089  0.33
H: 1.1763 -2.1113 1.5915  0.27
H: 0.6996 1.9045 2.0851  0.27
H: 2.0360 0.8166 2.2385  0.34
H: -0.2539 -1.5464 2.3814  0.31
H: 1.5489 1.6945 0.6978  0.30
C: -1.5902 -0.4932 -2.6913  -0.80
C: -0.8174 0.8617 -2.4109  0.50
O: -0.8548 1.2213 -1.2245  -0.65
O: -0.1692 1.3497 -3.3524  -0.73
H: -2.6391 -0.6302 -2.2289  0.22
H: -1.1618 -1.3361 -2.1629  0.19
H: -1.5841 -0.6617 -3.7872  0.28